No. 1
71
Properties=species:S:1:pos:R:3:forces:R:3 method="wB97M-V/def2-TZVPD" e_homo_ev=-2.43 charge=-1 de_lowest_kcal_mol=144.4
S 0.157811 2.952956 -4.661089 -0.658 0.080 0.772
S -1.217625 3.766788 0.083127 0.226 -1.143 -0.286
S -4.676337 -1.558639 4.591600 0.033 0.274 -0.337
O -3.485829 -2.369270 4.440194 -0.961 0.577 0.614
O -5.962648 -2.540307 4.776558 0.448 0.626 -0.587
O -0.140621 3.373795 -6.205858 0.047 0.289 0.654
O -4.757320 -0.491323 5.568288 0.295 -1.092 -0.548
O 1.590740 2.903967 -4.456950 -0.878 -0.380 -0.431
O -0.705470 1.845957 -4.302009 1.242 0.747 -0.613
C -0.636071 -1.884489 0.842553 0.012 -0.906 0.761
C 6.315916 0.121043 0.007429 0.498 0.645 0.713
C 3.789098 -1.439725 -1.481125 1.153 0.783 0.385
C 2.592234 -0.338919 -1.234115 -0.787 -0.210 -0.983
C -5.109030 -0.882621 3.008996 -0.229 -0.187 0.035
C -1.977188 2.267696 -0.746916 1.355 -1.709 0.717
C 7.245460 1.024114 1.064773 0.008 0.410 -0.436
C -6.154242 -2.789024 7.189700 0.160 0.279 0.188
C -0.478016 4.414621 -3.881272 0.022 0.078 -0.328
C -5.952964 -3.474051 5.849469 0.039 -0.499 0.874
C 4.502679 -1.968445 -0.070672 -0.466 0.081 -0.410
C 1.081229 -0.987764 -1.131876 -0.411 0.947 0.877
C 0.402659 2.567683 -7.244195 0.226 -0.663 -0.547
C -0.955360 0.812741 1.373584 -1.136 -0.977 0.817
C -2.213320 1.023151 0.342002 0.533 0.700 -0.643
C 5.194704 -0.768712 0.806448 -0.176 -0.064 0.035
C 0.900748 -1.861286 0.260721 -0.406 0.353 -0.475
C -0.322812 1.238573 -7.358879 -0.081 -0.293 0.221
C -0.949290 -0.725544 1.972619 0.220 0.206 -0.033
H 5.345114 -2.764474 -0.318011 -1.822 1.520 0.463
H 4.353738 -0.034036 1.171272 1.663 -1.413 -0.590
H 2.742686 0.323807 -0.263732 -0.091 -1.432 -2.058
H -7.061228 -2.176714 7.175877 0.079 -0.139 -0.004
H 7.469438 2.074185 0.553743 -0.332 -2.262 1.114
H 6.673932 1.263602 2.063402 1.115 -0.632 -1.927
H -0.433454 4.260800 -2.801788 -0.047 -0.221 0.067
H -6.101981 -0.433929 3.076535 0.151 -0.083 0.056
H 0.335296 -0.062276 -1.021875 1.552 -1.966 -0.418
H -6.780521 -4.172461 5.679334 0.137 0.267 -0.315
H 0.137819 5.269948 -4.164701 -0.033 -0.173 -0.041
H 0.099779 1.035879 0.915230 -2.089 -0.296 0.707
H 8.287238 0.502546 1.297380 -2.333 1.066 -0.382
H -6.229509 -3.522845 7.996048 -0.058 -0.043 -0.127
H 0.007017 3.444699 0.725967 -0.826 0.123 -0.481
H 5.806420 0.934674 -0.700963 1.008 -2.183 1.334
H 1.590648 -1.329646 1.066526 -1.351 -1.365 -1.533
H -5.087659 -1.677040 2.260924 0.034 0.095 0.153
H -0.122432 -0.734556 2.831712 -1.643 -0.385 -1.811
H -5.028328 -4.061710 5.839652 -0.019 0.170 -0.105
H -1.149888 1.536530 2.298701 0.676 -1.424 -2.031
H -2.432251 0.071074 -0.328050 0.594 1.739 1.435
H -1.190144 1.818059 -1.521684 -1.318 0.959 1.491
H -0.753127 -2.928327 1.410202 0.205 2.149 -1.139
H 2.584724 0.381537 -2.185631 0.036 -1.428 2.169
H -1.980614 -1.015464 2.489073 2.105 0.781 -1.092
H 7.081970 -0.563105 -0.577380 -1.826 1.363 0.914
H 0.280769 3.121362 -8.182359 -0.051 0.193 0.362
H -4.372788 -0.115417 2.763480 0.051 -0.109 0.117
H -0.178283 0.630774 -6.461432 -0.017 0.109 -0.121
H 0.046526 0.664328 -8.212218 0.003 0.136 -0.036
H 1.208875 -2.982775 0.076037 -0.263 2.247 0.480
H 4.657802 -0.853711 -2.052863 -1.870 -1.420 0.964
H -5.318538 -2.123431 7.422732 -0.112 -0.110 -0.043
H 3.632311 -2.466044 0.551923 1.999 0.860 -1.035
H 3.437397 -2.357136 -2.157877 0.664 2.054 1.574
H 5.678234 -1.269307 1.772587 -0.921 1.137 -2.048
H 1.477974 2.420616 -7.094334 -0.106 0.056 0.146
H 0.748051 -1.573685 -2.103010 0.879 1.052 2.013
H -1.455656 -1.925696 -0.023127 1.895 0.399 1.808
H -3.171928 1.201632 0.993478 1.642 -0.227 -1.067
H -1.514825 4.557606 -4.191789 0.155 -0.125 0.070
H -1.399738 1.397162 -7.472096 0.154 0.010 -0.036

---

No. 2
18
Properties=species:S:1:pos:R:3:forces:R:3 method="wB97M-V/def2-TZVPD" e_homo_ev=-15.15 charge=+1 de_lowest_kcal_mol=11.2
N 1.082060 -0.095012 0.474428 0.839 1.381 0.040
N 0.656491 2.190038 -0.160858 -0.505 1.032 -0.345
C -0.301067 0.039296 -0.084137 -0.620 -0.159 -0.245
C -1.327580 -0.411458 0.949056 0.138 0.072 -0.035
C -0.410478 -0.745277 -1.387929 0.095 -0.016 0.077
C -0.385470 1.532593 -0.381085 0.259 -0.529 0.246
C 1.712297 1.467527 0.329928 0.365 -1.390 0.319
H -2.335107 -0.253734 0.574117 -0.049 0.029 -0.060
H 2.039344 1.799062 1.314222 -0.025 -0.220 0.037
H -1.394253 -0.599502 -1.824910 -0.072 0.034 -0.030
H 1.657307 -0.751046 -0.055641 -0.102 0.046 0.138
H -1.209713 -1.472402 1.153793 -0.032 -0.131 0.040
H -0.280105 -1.811555 -1.212348 -0.011 -0.087 0.022
H 0.331549 -0.407407 -2.109893 0.050 0.006 -0.092
H 1.075458 -0.367865 1.459222 0.023 -0.023 -0.202
H 2.549716 1.421431 -0.367432 -0.034 -0.167 0.093
H -1.226757 0.146687 1.878629 -0.003 0.050 0.087
H -1.272771 1.987577 -0.784139 -0.316 0.073 -0.092

---

No. 3
52
Properties=species:S:1:pos:R:3:forces:R:3 method="wB97M-V/def2-TZVPD" e_homo_ev=-3.12 charge=-1 de_lowest_kcal_mol=0.0
S -0.651310 2.126293 2.290712 -0.320 -0.665 0.573
F 1.110465 3.461085 3.604624 -0.008 -1.015 0.026
F 0.283755 1.731437 4.750883 0.408 0.337 -0.572
O -0.696485 2.687207 -1.706278 -0.390 -0.494 -0.166
O 2.018931 3.007681 -2.335718 0.538 0.158 -0.495
O -0.269956 -0.695638 1.267726 -1.464 -0.158 2.380
O -2.702308 1.385676 4.601961 0.681 -1.068 -0.945
N -1.351682 0.628699 2.804291 -0.160 1.448 0.524
N -1.337462 0.505450 -1.821015 -0.369 -0.347 -0.363
C -0.791970 -1.897344 -1.235985 0.216 0.063 0.324
C 3.476956 1.158592 -2.146138 0.196 -0.158 -0.316
C 2.097846 1.830518 -1.957067 -0.514 0.094 0.662
C -2.242079 0.500052 3.909767 -0.250 0.913 0.256
C 5.907264 1.453223 -2.380981 -0.659 -0.432 0.238
C -1.025694 -0.854717 -2.312830 0.049 0.685 -0.169
C -1.984432 -2.991856 2.798846 0.046 -0.051 0.126
C -2.493112 -0.962047 3.995999 -0.071 -0.394 0.080
C -2.657111 1.039303 -2.164386 0.032 -0.142 0.524
C -3.302009 -3.047727 4.845202 0.016 0.552 -0.052
C -3.222316 -1.647574 4.943467 -0.023 -0.221 0.069
C 4.630638 1.965124 -2.118684 0.170 -0.115 0.082
C -1.851725 -1.615823 2.953737 -0.130 -0.415 0.040
C 3.631119 -0.184685 -2.526005 0.496 0.040 0.174
C 0.720033 2.150072 3.519000 -0.634 0.180 -0.149
C 6.046315 0.084489 -2.672235 -0.074 0.273 -0.179
C -2.896838 1.385542 -3.630268 0.432 0.156 -0.013
C 4.907617 -0.722543 -2.789231 -0.060 0.443 0.365
C -2.701148 -3.713495 3.774053 0.072 0.548 -0.142
C 1.018377 1.085063 -1.410214 0.223 -0.446 -0.296
C -1.061584 -0.592075 2.197482 1.587 -0.151 -1.896
C -0.358246 1.496636 -1.647315 1.119 0.842 0.469
H -2.756257 0.523297 -4.296292 -0.019 0.192 0.102
H -2.800759 -4.794263 3.709004 0.084 0.203 -0.119
H 1.523361 1.487635 3.180618 0.146 0.395 0.300
H 2.752095 -0.822970 -2.605290 0.112 0.196 0.015
H 5.018263 -1.777574 -3.055331 -0.080 0.331 0.069
H -3.917869 1.756528 -3.739399 -0.050 -0.045 -0.106
H -1.538189 -3.489635 1.941937 0.022 0.044 0.188
H 7.047481 -0.329083 -2.826697 -0.359 0.049 -0.050
H -0.414414 -2.824116 -1.670092 -0.038 -0.093 -0.170
H -3.685639 -1.067278 5.734310 -0.068 -0.269 0.048
H 1.217706 0.220380 -0.785580 0.001 -0.292 -0.541
H -2.208268 2.194880 -3.913102 -0.148 -0.308 -0.026
H -3.848637 -3.602570 5.606001 0.125 0.062 -0.212
H -1.877485 -1.164739 -2.933019 0.204 0.045 -0.046
H -1.710671 -2.134228 -0.687027 0.034 0.096 0.004
H -0.123790 -0.813252 -2.946182 -0.296 0.104 0.104
H 6.774228 2.117899 -2.324814 -0.230 -0.311 -0.025
H -0.053886 -1.534715 -0.514180 -0.279 -0.288 -0.478
H -2.769072 1.965037 -1.585877 -0.063 -0.336 -0.080
H 4.519792 3.020016 -1.870224 -0.146 -0.218 -0.130
H -3.399859 0.312115 -1.822168 -0.106 -0.014 -0.005

---

No. 4
16
Properties=species:S:1:pos:R:3:forces:R:3 method="wB97M-V/def2-TZVPD" e_homo_ev=-12.70 charge=+1 de_lowest_kcal_mol=40.8
Br 2.681728 0.602977 -0.196819 0.158 -0.649 -0.088
N -0.134463 0.196550 0.572944 0.727 -1.961 -2.104
N -1.480047 2.093484 -0.232924 0.006 -1.287 0.256
N 1.601284 -1.941568 -0.389603 0.412 0.594 -0.778
C -0.831595 0.838228 -0.537872 -2.380 -0.440 -0.923
C 1.929033 -1.004268 0.424144 -0.595 2.415 -1.516
C -1.433341 -0.366854 0.152837 -0.484 0.305 0.514
H -2.329989 -0.206280 0.801861 0.954 -0.061 -0.599
H -0.236198 0.885191 1.231666 -0.017 1.552 2.710
H 1.487460 -1.688690 -1.375101 0.412 -0.480 0.320
H -0.986026 2.809789 -0.700086 0.272 1.225 -0.066
H -1.351676 -1.400889 -0.220079 0.000 0.694 -0.130
H -0.614836 0.787059 -1.649231 0.534 -0.163 1.650
H -1.684123 2.283974 0.762822 0.286 -0.122 -1.012
H 1.517427 -2.893817 -0.110771 -0.502 -0.667 0.318
H 1.865366 -0.994885 1.466209 0.217 -0.954 1.449

---

No. 5
45
Properties=species:S:1:pos:R:3:forces:R:3 method="wB97M-V/def2-TZVPD" e_homo_ev=-2.58 charge=-1 de_lowest_kcal_mol=0.0
I -1.633878 3.485618 1.595458 0.403 0.043 -0.130
S -4.626704 2.652686 0.635176 -0.408 -0.944 -0.101
F -6.126158 0.669365 -0.336752 -0.293 1.230 0.184
F -6.439764 2.620979 -1.292978 -0.270 -0.466 1.124
F -7.257875 2.221411 0.735783 0.531 0.009 -0.870
O -3.700755 1.308257 0.425761 -1.082 1.434 -0.508
O 3.512127 0.720742 0.924458 0.787 0.332 0.375
C 3.246620 0.221784 -1.363499 1.403 1.113 -0.431
C -3.437103 0.979855 2.907570 -0.054 0.206 0.854
C 4.222372 2.427879 -0.588875 -0.087 0.292 0.255
C -0.015236 1.591100 0.063912 -0.445 -0.419 0.360
C 3.615732 -1.159667 -1.427885 -0.593 -0.198 -0.011
C 4.216977 -3.152111 -2.718587 -0.347 0.136 0.429
C 3.658153 1.069455 -0.259714 -1.538 -1.422 -1.069
C 0.428877 0.405489 -0.508084 0.279 0.057 -0.180
C 3.970520 -1.783902 -2.668289 -0.195 -0.019 0.486
C 3.592713 -1.957619 -0.253321 0.186 -0.317 -0.016
C 4.102165 -3.930089 -1.548609 0.034 -0.252 -0.250
C -0.112950 -0.824535 -0.163574 -0.247 -0.041 0.063
C -1.816475 0.337194 1.073968 -0.470 -0.081 0.368
C -3.267102 0.440719 1.506994 -0.035 -0.499 0.228
C -4.104959 -0.823621 1.347998 -0.007 -0.421 0.093
C -1.289225 -0.861215 0.586897 0.369 0.602 -0.039
C 3.818577 -3.327858 -0.313410 0.084 0.360 -0.585
C -1.129611 1.542939 0.894517 1.002 0.012 -0.603
C -6.194920 2.007761 -0.092134 0.153 -0.614 -0.336
H 1.270480 0.458500 -1.196659 -0.135 -0.221 0.384
H -3.713717 -1.653689 1.953379 0.003 0.228 -0.157
H 4.464814 -3.615662 -3.680129 -0.076 0.055 0.385
H -5.131809 -0.638324 1.697477 0.315 0.060 -0.188
H 4.184027 -5.014447 -1.618208 0.168 0.183 0.039
H -1.828172 -1.795230 0.737766 0.171 0.232 0.024
H 3.746660 -3.924111 0.597949 0.033 0.058 -0.252
H 2.946556 0.686784 -2.320335 0.912 0.034 0.234
H -4.140963 -1.125935 0.293553 0.038 0.029 0.311
H 5.302495 2.361254 -0.748349 -0.068 -0.071 -0.013
H 4.041285 -1.156750 -3.567858 -0.021 -0.311 0.391
H 4.041309 3.071408 0.268372 0.034 0.293 0.036
H -2.954033 0.260957 3.593875 -0.252 0.213 -0.285
H 3.774249 2.846124 -1.490240 -0.014 -0.002 -0.054
H -2.945660 1.953316 3.073107 -0.457 -0.691 -0.020
H -4.501559 1.058544 3.184436 0.368 0.017 -0.109
H 0.481896 2.539895 -0.123912 0.002 -0.299 -0.083
H 3.365870 -1.449348 0.682468 0.000 -0.219 -0.228
H 0.364148 -1.745920 -0.499457 -0.182 0.280 -0.107

---

No. 6
16
Properties=species:S:1:pos:R:3:forces:R:3 method="wB97M-V/def2-TZVPD" e_homo_ev=-8.43 de_lowest_kcal_mol=51.1
S 0.563817 2.620191 0.347314 -1.073 -0.208 0.978
N 1.996885 0.069707 0.126953 0.245 0.013 0.059
N -2.311622 0.152057 -0.298414 0.277 0.285 -0.008
N -0.098621 1.073964 0.023619 0.738 0.112 0.245
N 2.741748 -1.106324 0.071869 -0.294 -0.120 0.275
C -1.406896 1.022125 -0.486645 -0.621 -0.585 0.354
C -2.112970 -0.969657 0.605502 0.242 -0.478 -0.564
C 0.758940 -0.033471 -0.040043 -1.226 -0.486 -0.439
H -1.348452 -0.744085 1.354466 0.061 -0.304 0.030
H 1.436916 2.670548 -0.617016 0.817 -0.047 -0.996
H 0.201021 -0.952983 -0.326754 0.651 0.437 0.256
H 3.666774 -0.860435 -0.185463 0.929 0.371 0.027
H -3.043846 -1.220850 1.126666 0.091 0.230 -0.261
H -1.839146 -1.875364 -0.001851 -0.085 0.686 0.687
H -1.637922 1.898991 -1.058011 -0.235 0.410 -0.374
H 2.433370 -1.744420 -0.642186 -0.517 -0.316 -0.269